Below is C29H25CeClPS as an isolated structure at a distorted geometry, with properties calculated with ωB97M-V with the def2-TZVPD basis set.

Each line ends with the Mulliken charge.
Geometry (Å):
C: -1.003 -1.762 2.642  -0.696
C: -0.855 -2.348 1.369  -0.360
C: 0.529 -2.520 1.115  -0.138
H: -1.671 -2.625 0.701  0.623
C: 1.249 -2.040 2.244  -1.002
C: 0.300 -1.588 3.211  -0.248
H: 0.533 -1.070 4.139  0.679
H: -1.943 -1.405 3.068  0.547
H: 0.973 -2.977 0.227  0.626
H: 2.330 -1.989 2.339  0.496
Ce: 0.215 0.144 1.435  0.394
Cl: 2.495 1.310 1.352  -0.361
P: 0.169 0.011 -1.354  1.287
C: 1.423 -1.041 -2.088  0.219
C: 1.108 -1.790 -3.234  -0.194
H: 0.092 -1.756 -3.623  0.456
C: 2.102 -2.527 -3.863  -0.646
H: 1.853 -3.081 -4.781  0.416
C: 3.397 -2.536 -3.333  -0.524
H: 4.177 -3.108 -3.833  0.390
C: 3.713 -1.817 -2.163  -0.695
H: 4.736 -1.827 -1.760  0.427
C: 2.720 -1.082 -1.528  -0.201
H: 2.929 -0.509 -0.621  0.230
C: -1.461 -0.465 -1.975  0.292
C: -1.917 -1.791 -1.834  -0.267
H: -1.260 -2.545 -1.395  0.913
C: -3.192 -2.133 -2.270  -1.029
H: -3.532 -3.174 -2.195  0.421
C: -4.024 -1.142 -2.817  -0.534
H: -5.015 -1.414 -3.180  0.398
C: -3.600 0.189 -2.902  -0.650
H: -4.245 0.964 -3.333  0.425
C: -2.330 0.534 -2.453  -0.860
H: -1.979 1.563 -2.495  0.379
C: 0.489 1.706 -1.912  0.377
C: 1.035 1.841 -3.203  -0.339
H: 1.276 0.946 -3.765  0.406
C: 1.229 3.106 -3.735  -0.667
H: 1.626 3.195 -4.759  0.406
C: 0.915 4.231 -2.971  -0.518
H: 1.066 5.227 -3.392  0.378
C: 0.404 4.110 -1.664  -0.747
H: 0.166 5.006 -1.074  0.429
C: 0.193 2.840 -1.124  -0.161
H: -0.201 2.733 -0.107  0.225
S: -1.776 1.874 2.500  -0.318
C: -1.048 1.453 3.983  0.320
C: 0.292 1.789 4.336  -0.062
C: 0.743 1.559 5.655  -0.771
C: -0.113 0.945 6.584  -0.367
C: -1.415 0.544 6.220  -0.733
C: -1.866 0.767 4.912  -0.315
H: 0.938 2.266 3.609  0.496
H: 1.743 1.865 5.951  0.425
H: 0.226 0.776 7.609  0.386
H: -2.081 0.079 6.934  0.406
H: -2.858 0.486 4.599  0.528

Forces on atoms 1 to 6 (eV/Å):
0.110 -0.078 0.493
0.136 -0.065 0.008
0.107 -0.005 0.066
0.285 0.187 0.275
-0.358 -0.346 0.284
-0.119 -0.454 -0.381

Properties
Total charge: +1
Highest occupied orbital energy (alpha / beta) (Ha): -0.4020 / -0.4020
E_tot (Ha): -2794.7665